(1)
A molecular structure, C33H45N6O2SSbSeTc in a non-equilibrium geometry. Source: the Open Molecules 2025 dataset; level of theory: wB97M-V/def2-TZVPD.

XYZ file:
```
90
Properties=species:S:1:pos:R:3:forces:R:3:lowdin_spin:R:1
Tc 0.064 -0.162 0.356 0.11 0.77 -0.85 2.463
C 0.822 2.201 0.345 0.00 -0.18 0.28 0.059
C 1.189 1.737 -0.940 -0.17 -0.23 -0.01 0.008
C 2.094 0.673 -0.789 -0.16 -0.34 0.15 0.000
C 2.280 0.448 0.605 0.15 0.03 0.25 -0.002
C 1.504 1.416 1.301 0.29 0.07 0.10 -0.006
H 0.185 3.044 0.563 -0.09 -0.15 -0.02 0.005
H 0.875 2.167 -1.878 -0.12 -0.15 0.03 0.002
H 2.626 0.165 -1.579 -0.12 -0.06 -0.01 0.001
H 3.055 -0.161 1.045 -0.18 -0.14 0.01 0.003
H 1.537 1.593 2.365 -0.16 -0.09 -0.01 0.000
N -8.308 -2.310 -1.083 0.23 0.05 -0.02 0.001
C -6.958 -2.183 -1.012 -0.09 -0.03 -0.03 0.001
C -6.330 -1.835 0.199 -0.05 -0.01 0.06 0.000
C -4.959 -1.748 0.271 -0.12 0.03 -0.04 0.001
C -4.194 -1.988 -0.862 0.16 0.19 -0.22 0.001
C -4.792 -2.320 -2.078 0.07 0.12 0.01 0.001
C -6.160 -2.415 -2.150 -0.08 -0.05 0.00 0.000
S -2.467 -1.983 -0.750 0.33 -0.40 0.16 0.009
O -1.887 -2.452 -1.989 0.02 0.11 0.11 0.006
O -2.113 -2.737 0.444 0.11 0.38 0.00 0.006
N -1.831 -0.448 -0.442 -0.46 0.12 -0.51 0.130
C -2.267 0.616 -1.275 -0.07 -0.09 0.27 0.012
N -1.690 1.780 -0.995 -0.18 0.08 0.17 0.049
C -2.071 2.833 -1.718 0.08 -0.01 0.05 0.004
C -3.019 2.738 -2.717 -0.02 0.04 -0.03 0.012
C -3.547 1.477 -2.930 -0.02 -0.13 0.04 -0.002
N -3.175 0.417 -2.214 0.00 -0.26 -0.08 0.013
H -8.890 -2.136 -0.287 -0.03 0.02 0.04 0.000
H -8.756 -2.536 -1.950 -0.03 -0.01 -0.02 0.000
H -6.935 -1.657 1.082 0.04 -0.01 -0.03 0.000
H -4.473 -1.502 1.202 0.02 0.02 0.17 0.000
H -4.169 -2.500 -2.944 -0.08 0.03 0.03 0.000
H -6.637 -2.682 -3.086 0.04 0.00 0.04 0.000
H -1.598 3.782 -1.483 0.00 -0.03 0.01 0.000
H -3.328 3.596 -3.297 0.01 -0.04 0.03 0.001
H -4.290 1.297 -3.700 0.03 0.00 0.04 0.000
C -2.084 -0.194 6.437 -0.08 0.06 -0.03 0.000
C -2.685 1.076 5.825 0.08 -0.11 -0.01 0.000
C -2.217 1.376 4.397 -0.13 -0.16 0.07 0.003
C -2.951 0.613 3.298 0.09 -0.01 0.19 0.001
N -2.896 -0.853 3.438 -0.08 0.17 -0.19 0.005
C -1.861 -1.651 3.143 -0.25 0.12 -0.19 0.036
Se -0.148 -1.043 2.626 0.37 0.05 0.40 0.162
N -2.178 -2.918 3.413 0.08 -0.19 -0.04 0.004
C -1.332 -4.109 3.252 -0.04 -0.01 0.18 0.005
C -0.727 -4.585 4.571 -0.05 0.16 0.02 0.000
C 0.268 -3.617 5.204 0.00 -0.08 0.04 0.000
C 0.816 -4.153 6.525 -0.01 0.02 -0.05 0.000
C -3.488 -2.955 3.880 0.15 -0.01 0.07 0.001
C -4.284 -4.016 4.297 -0.02 -0.13 0.01 0.000
C -5.544 -3.700 4.758 0.01 -0.01 0.00 0.000
C -5.998 -2.370 4.804 0.00 0.01 -0.01 0.000
C -5.211 -1.320 4.377 -0.11 0.08 -0.02 0.000
C -3.941 -1.644 3.907 0.08 0.07 -0.01 0.001
H -2.260 -0.215 7.513 0.02 -0.01 -0.03 0.000
H -1.002 -0.222 6.279 -0.04 -0.01 0.02 0.000
H -2.520 -1.110 6.030 0.07 0.04 0.00 0.000
H -2.399 1.922 6.450 -0.03 0.01 0.00 0.000
H -3.779 1.029 5.855 0.04 0.04 0.04 0.000
H -1.146 1.180 4.322 0.06 0.06 -0.02 0.003
H -2.367 2.435 4.174 0.02 0.00 -0.02 0.000
H -2.558 0.873 2.318 0.02 -0.05 -0.14 0.000
H -4.007 0.877 3.310 -0.03 -0.04 -0.06 0.000
H -0.563 -3.865 2.522 0.04 0.06 -0.06 0.004
H -1.966 -4.884 2.824 -0.03 0.04 -0.10 0.000
H -0.233 -5.541 4.377 -0.05 0.00 0.00 0.000
H -1.537 -4.782 5.281 0.03 -0.07 -0.02 0.000
H -0.218 -2.651 5.383 0.01 0.03 -0.03 0.000
H 1.095 -3.439 4.508 -0.02 0.04 0.00 0.001
H 0.012 -4.308 7.248 0.05 0.00 -0.04 0.000
H 1.533 -3.458 6.964 -0.04 -0.05 -0.01 0.000
H 1.322 -5.109 6.374 -0.03 0.05 0.03 0.000
H -3.936 -5.041 4.269 -0.01 0.06 0.02 0.000
H -6.195 -4.492 5.104 0.01 0.04 -0.02 0.000
H -6.986 -2.164 5.196 0.03 -0.02 -0.04 0.000
H -5.570 -0.299 4.419 0.03 -0.07 0.01 0.000
C 0.049 -4.633 -0.651 -0.32 0.21 0.02 0.007
Sb 0.807 -2.662 -0.502 0.66 -0.04 -0.07 -0.003
C 1.697 -2.494 -2.429 0.09 -0.08 0.18 -0.006
C 2.390 -3.183 0.843 0.09 0.06 -0.29 -0.001
H 0.915 -5.289 -0.568 0.04 0.06 -0.01 0.000
H -0.425 -4.736 -1.623 -0.05 0.01 0.03 0.000
H -0.672 -4.834 0.134 -0.02 -0.01 0.01 0.000
H 1.191 -3.211 -3.070 0.01 -0.01 -0.06 0.000
H 2.756 -2.745 -2.355 -0.05 0.01 -0.04 -0.001
H 1.577 -1.498 -2.841 -0.05 0.02 -0.01 0.000
H 3.099 -3.812 0.299 -0.07 0.05 0.10 -0.001
H 1.951 -3.761 1.656 -0.01 0.02 0.01 0.001
H 2.908 -2.320 1.254 -0.03 -0.08 -0.02 -0.001
```
Forces are in eV/Å.

Its HOMO energy (spin up / spin down) is -0.461 / -0.462 Eh. The energy above the lowest of the compared OMol25 structures with the same formula, charge and spin comes out at 0.0 kcal per mole. Its charge is +2. The value obtained for the orbital gap (spin up / spin down) is 6.00 / 5.52 eV. The spin multiplicity is 4.

(2)
A molecular structure, C33H45N8O2PRhS3. Source: the Open Molecules 2025 dataset; level of theory: wB97M-V/def2-TZVPD.

XYZ file:
```
93
Properties=species:S:1:pos:R:3:forces:R:3:lowdin_charge:R:1
Rh 0.186 0.110 0.409 -0.03 0.09 -0.01 0.964
C -4.276 1.759 3.293 0.00 0.00 0.00 0.009
N -3.507 1.353 2.113 0.01 0.00 0.00 -0.101
C -3.991 1.319 0.839 0.00 0.01 -0.01 -0.012
C -2.955 0.931 0.042 -0.01 0.00 -0.02 -0.132
N -1.843 0.730 0.813 0.12 -0.02 0.00 -0.011
C -2.207 0.994 2.070 -0.03 0.00 0.02 -0.428
P -1.153 0.837 3.551 -0.02 -0.02 -0.01 1.214
C -0.525 -0.816 3.126 -0.03 -0.01 0.00 -0.422
N -0.049 -1.159 1.931 0.03 0.02 0.04 -0.109
C 0.251 -2.490 1.962 -0.04 0.00 -0.03 -0.090
C -0.064 -2.961 3.202 0.02 0.01 0.02 0.001
N -0.545 -1.903 3.921 0.01 -0.01 -0.01 -0.099
C -0.987 -1.959 5.318 0.00 0.00 0.00 0.014
C 0.240 1.780 2.871 0.00 -0.01 -0.01 -0.427
N 0.772 1.568 1.670 0.02 0.01 -0.03 -0.100
C 1.766 2.488 1.488 0.03 -0.03 0.04 -0.117
C 1.831 3.267 2.604 -0.01 0.02 -0.01 -0.001
N 0.869 2.813 3.462 0.01 -0.02 0.01 -0.095
C 0.576 3.379 4.782 0.00 0.00 0.00 0.014
H -5.333 1.694 3.050 0.00 0.00 0.00 0.106
H -4.032 2.782 3.569 0.00 0.00 0.00 0.105
H -4.066 1.092 4.125 0.00 0.00 0.00 0.084
H -5.014 1.558 0.607 0.00 0.01 0.00 0.143
H -2.973 0.769 -1.018 0.01 0.02 0.01 0.075
H 0.666 -3.003 1.113 0.00 0.00 0.00 0.112
H 0.024 -3.946 3.628 0.00 0.00 0.00 0.143
H -0.886 -2.982 5.665 0.00 0.00 0.00 0.106
H -2.030 -1.661 5.396 0.00 0.00 0.00 0.097
H -0.365 -1.313 5.934 0.00 0.00 0.00 0.102
H 2.374 2.505 0.602 0.01 0.00 0.00 0.104
H 2.481 4.086 2.859 -0.01 0.00 0.00 0.144
H 1.380 4.058 5.048 0.00 0.00 0.00 0.106
H 0.526 2.587 5.525 0.00 0.00 0.00 0.094
H -0.363 3.928 4.758 0.00 0.00 0.00 0.103
O 0.551 1.268 -1.303 -0.19 -0.11 -0.04 -0.658
S 0.699 2.587 -2.058 0.13 0.12 0.05 1.080
C -0.345 2.368 -3.551 0.02 -0.03 0.00 -0.266
C -1.214 1.119 -3.486 -0.02 -0.04 0.00 -0.227
C -0.432 -0.161 -3.786 -0.04 0.00 0.05 -0.231
C -1.164 -1.455 -3.437 0.11 0.00 -0.03 -0.275
S -1.633 -1.560 -1.695 0.06 0.07 0.06 1.073
O -0.286 -1.440 -0.926 -0.05 -0.04 -0.10 -0.633
C -2.092 -3.255 -1.578 0.04 -0.04 0.01 -0.405
C -1.141 -4.265 -1.705 0.00 0.05 0.00 -0.072
C -1.557 -5.581 -1.622 -0.03 -0.01 0.00 -0.039
C -2.906 -5.873 -1.426 0.01 -0.01 0.00 -0.029
C -3.840 -4.858 -1.297 -0.01 0.01 -0.02 -0.040
C -3.435 -3.531 -1.363 0.00 0.00 -0.01 -0.069
C -0.161 3.863 -1.187 -0.04 -0.02 -0.01 -0.405
C -1.539 3.846 -0.988 0.01 0.01 0.03 -0.075
C -2.128 4.876 -0.277 0.00 0.01 -0.01 -0.048
C -1.347 5.920 0.214 -0.01 0.00 0.00 -0.039
C 0.022 5.938 -0.002 0.02 0.00 -0.01 -0.045
C 0.624 4.902 -0.705 -0.01 0.00 0.00 -0.086
H 0.360 2.320 -4.382 0.00 0.00 0.00 0.104
H -0.927 3.281 -3.658 0.00 0.01 -0.01 0.105
H -2.034 1.235 -4.198 0.01 0.01 0.00 0.141
H -1.662 1.059 -2.495 -0.04 -0.01 0.03 0.054
H 0.518 -0.137 -3.251 -0.02 0.01 -0.01 0.075
H -0.197 -0.195 -4.852 0.00 -0.05 -0.01 0.139
H -0.557 -2.335 -3.655 0.00 -0.01 -0.02 0.099
H -2.111 -1.563 -3.974 -0.01 0.00 0.01 0.122
H -0.094 -4.026 -1.851 0.00 0.00 -0.01 0.107
H -0.839 -6.383 -1.718 0.00 0.00 0.00 0.122
H -3.225 -6.905 -1.374 0.00 0.00 0.00 0.125
H -4.884 -5.095 -1.144 0.00 0.00 0.00 0.123
H -4.154 -2.728 -1.259 0.00 0.00 0.01 0.114
H -2.147 3.054 -1.401 -0.02 -0.02 0.00 0.096
H -3.201 4.888 -0.132 0.00 0.00 0.00 0.117
H -1.817 6.736 0.746 0.00 0.00 0.00 0.122
H 0.619 6.765 0.358 0.00 0.00 0.00 0.122
H 1.691 4.914 -0.894 0.00 0.00 0.00 0.116
C 3.347 -3.380 -3.284 0.01 -0.02 -0.01 -0.053
C 2.825 -1.950 -3.327 0.00 -0.01 0.02 -0.209
N 2.347 -1.465 -2.031 -0.06 0.01 0.01 0.021
C 3.120 -0.996 -1.061 -0.02 -0.04 0.01 -0.662
S 2.461 -0.487 0.464 0.05 0.00 0.02 0.825
N 4.434 -0.946 -1.221 0.02 0.01 0.01 0.036
C 5.422 -0.467 -0.241 0.00 0.01 0.01 -0.236
C 5.867 -1.559 0.717 0.00 0.01 -0.01 -0.070
H 3.697 -3.678 -4.271 0.00 0.00 0.00 0.094
H 2.560 -4.071 -2.980 0.00 0.00 0.00 0.075
H 4.177 -3.498 -2.585 0.00 0.01 0.00 0.076
H 1.984 -1.878 -4.016 0.01 0.00 0.00 0.110
H 3.580 -1.256 -3.705 0.00 0.00 -0.01 0.127
H 1.366 -1.559 -1.793 0.03 0.00 -0.01 0.066
H 4.813 -1.397 -2.041 0.00 0.01 0.00 0.137
H 4.985 0.376 0.291 -0.01 -0.01 -0.01 0.089
H 6.263 -0.087 -0.819 0.01 0.00 0.00 0.129
H 5.026 -1.934 1.301 0.00 0.00 0.01 0.062
H 6.612 -1.163 1.406 0.00 0.00 0.00 0.089
H 6.320 -2.393 0.181 0.00 0.00 0.00 0.085
```
Forces are in eV/Å.

Its HOMO energy is -0.594 Eh. The energy above the lowest of the compared OMol25 structures with the same formula, charge and spin comes out at 0.0 kcal per mole. Its charge is +3. The value obtained for the orbital gap is 8.73 eV.